1.
# C6H8

C6H8 in the gas phase (the ωB97M-V functional and the def2-TZVPD basis, the Open Molecules 2025 dataset).

Results
E   -6349.010 eV
ΔE to the lowest compared entry with this formula, charge and spin   171.1 kJ/mol
Charge   0
Gap between HOMO and LUMO   10.53 eV

Each line ends with the Löwdin charge.
Geometry (Å):
C 1.158 -1.001 -0.714  -0.1084
C 1.532 -0.524 0.441  -0.1318
C 1.510 0.082 1.597  0.0020
C -0.715 0.691 -0.535  -0.2189
C -1.845 0.864 0.141  -0.0023
C -0.261 -0.619 -1.121  -0.2098
H 1.763 -1.668 -1.328  0.0995
H 1.052 -0.411 2.449  0.0645
H 1.864 1.101 1.715  0.0622
H -0.065 1.546 -0.729  0.1101
H -2.180 1.853 0.441  0.0516
H -2.484 0.025 0.406  0.0581
H -0.947 -1.414 -0.799  0.1128
H -0.353 -0.539 -2.210  0.1104

Atoms 1-6, force components in eV/Å:
0.0 0.1 0.2
-0.2 0.1 0.1
0.1 -0.1 -0.1
-0.2 0.0 -0.1
0.1 0.0 -0.1
-0.2 0.0 -0.1



2.
# C9H18Cl3N2O3Pt

A molecular structure, C9H18Cl3N2O3Pt (the ωB97M-V functional and the def2-TZVPD basis, the Open Molecules 2025 dataset).

Results
E   -59556.065 eV
ΔE to the lowest compared entry with this formula, charge and spin   31.5 kJ/mol
Charge   +1
Gap between HOMO and LUMO   8.87 eV

Each line ends with the Löwdin charge.
Geometry (Å):
Pt 0.602 0.317 0.197  0.6655
C -0.040 -0.548 4.803  0.0069
N -0.722 -1.389 3.816  -0.1176
C -1.555 -2.475 4.343  -0.0126
C -0.563 -1.183 2.519  -0.3626
O 0.247 -0.310 2.122  -0.1803
C -1.379 -2.059 1.565  -0.0972
O -1.399 -1.578 0.250  -0.1428
C -2.515 -0.855 -0.182  -0.1003
C -2.316 0.649 -0.027  -0.3586
O -1.215 1.143 0.340  -0.1729
N -3.336 1.444 -0.275  -0.1103
C -3.212 2.899 -0.141  0.0142
C -4.661 0.955 -0.658  -0.0057
H 0.753 -1.113 5.293  0.1065
H -0.766 -0.228 5.548  0.1032
H 0.387 0.318 4.313  0.0932
H -1.197 -2.718 5.340  0.1015
H -1.474 -3.372 3.735  0.0942
H -2.601 -2.175 4.417  0.1061
H -2.388 -2.192 1.961  0.1326
H -0.900 -3.040 1.524  0.1550
H -3.418 -1.165 0.349  0.1387
H -2.647 -1.079 -1.242  0.1559
H -2.233 3.152 0.247  0.0941
H -3.984 3.261 0.538  0.1044
H -3.347 3.362 -1.117  0.1074
H -4.610 -0.009 -1.153  0.0884
H -5.092 1.666 -1.359  0.1043
H -5.318 0.888 0.210  0.1084
Cl 3.906 2.001 -0.279  0.5739
C 3.934 0.282 -0.497  -0.9381
Cl 2.720 -0.567 0.566  0.5739
H 4.893 -0.104 -0.176  0.0383
H 3.689 0.020 -1.517  0.0182
Cl 0.961 1.031 -1.924  -0.0857

Atoms 1-6, force components in eV/Å:
0.6 -0.3 0.5
0.0 -0.1 -0.1
-0.1 -0.1 0.1
0.0 0.1 0.0
0.1 0.2 -0.1
-0.2 -0.3 0.3



3.
# C5H11NO

C5H11NO in the gas phase (the ωB97M-V functional and the def2-TZVPD basis, the Open Molecules 2025 dataset).

Results
E   -8901.329 eV
ΔE to the lowest compared entry with this formula, charge and spin   35.5 kJ/mol
Charge   0
Gap between HOMO and LUMO   10.08 eV

Each line ends with the Löwdin charge.
Geometry (Å):
C 1.237 -0.216 1.797  -0.0731
C -0.138 0.382 1.475  -0.2141
N -0.510 0.149 0.086  -0.1312
C -0.999 -1.182 -0.200  -0.0564
C 0.013 1.000 -0.854  -0.5037
O 0.574 2.039 -0.534  0.0399
C -0.117 0.595 -2.309  -0.0093
H 1.466 -0.158 2.866  0.0731
H 2.002 0.347 1.254  0.0760
H 1.326 -1.269 1.503  0.0635
H -0.112 1.462 1.626  0.1138
H -0.937 -0.029 2.104  0.1167
H -1.927 -1.369 0.353  0.0929
H -1.206 -1.315 -1.261  0.0746
H -0.262 -1.936 0.105  0.0862
H 0.327 1.390 -2.907  0.0829
H -1.160 0.450 -2.608  0.0834
H 0.424 -0.339 -2.497  0.0852

Atoms 1-6, force components in eV/Å:
0.1 0.0 0.0
0.0 0.1 0.1
0.2 0.1 -0.1
0.0 -0.1 -0.1
0.0 0.0 0.1
-0.1 -0.3 -0.1



4.
# CCl3NO

2 unconnected molecules or ions with the total composition CCl3NO (the ωB97M-V functional and the def2-TZVPD basis, the Open Molecules 2025 dataset).

Results
2S+1   3
E   -42137.583 eV
Charge   0
Gap between HOMO and LUMO (spin up / spin down)   8.46 / 10.19 eV

Each line ends with the Löwdin charge.
Geometry (Å):
C 0.736 -0.236 0.305  -1.6472
N -2.104 -0.033 -0.197  0.0602
O -1.844 0.991 -0.657  -0.1534
Cl 0.728 1.193 -0.621  0.6201
Cl 0.870 -1.706 -0.601  0.5466
Cl 1.614 -0.209 1.772  0.5736

Force components x, y, z for each atom (eV/Å):
0.6 -0.5 -0.4
0.1 0.8 -0.3
-1.1 -0.9 0.4
0.9 0.1 0.1
-0.2 0.4 0.3
-0.2 0.1 0.0



5.
# C2H7NS

C2H7NS in the gas phase (the ωB97M-V functional and the def2-TZVPD basis, the Open Molecules 2025 dataset).

Results
E   -14512.552 eV
ΔE to the lowest compared entry with this formula, charge and spin   10.5 kJ/mol
Charge   0
Gap between HOMO and LUMO   10.16 eV

Each line ends with the Löwdin charge.
Geometry (Å):
C 0.355 0.194 0.463  -0.3617
C -0.575 -0.034 -0.709  -0.6018
S -1.795 1.276 -0.972  0.6913
N 1.343 -0.905 0.637  -0.0137
H 0.929 1.107 0.299  0.0969
H -0.167 0.345 1.407  0.1064
H 0.009 -0.181 -1.611  0.0639
H -1.132 -0.950 -0.546  0.0611
H -1.329 2.155 -0.081  -0.1561
H 0.983 -1.555 1.329  0.0591
H 1.379 -1.453 -0.216  0.0546

Atoms 1-6, force components in eV/Å:
1.0 -0.1 0.1
-0.1 -0.2 0.3
-0.2 0.1 -0.1
-0.8 0.0 0.1
-0.1 0.2 -0.1
-0.3 -0.1 -0.1



6.
# C9H11O3

2 unconnected molecules or ions with the total composition C9H11O3 (the ωB97M-V functional and the def2-TZVPD basis, the Open Molecules 2025 dataset).

Results
E   -15654.489 eV
ΔE to the lowest compared entry with this formula, charge and spin   174.8 kJ/mol
Charge   -1
Gap between HOMO and LUMO   6.22 eV

Each line ends with the Löwdin charge.
Geometry (Å):
C 0.034 -0.744 3.067  -0.0568
C 0.371 -2.251 3.422  -0.7823
O 1.443 -2.333 4.116  -0.1606
O -0.228 -3.198 2.904  -0.0964
H -0.412 -0.869 2.090  0.0204
H 0.978 -0.185 3.070  0.0555
H -0.569 -0.166 3.771  0.0480
C -0.071 -0.896 -3.827  -0.0753
C -0.248 2.100 -0.771  -0.3285
C -0.125 2.503 -2.071  -0.0395
C -0.220 0.719 -0.417  0.0198
C -0.167 1.537 -3.105  -0.0597
C -0.204 -0.199 -1.445  -0.0246
C -0.179 0.190 -2.811  -0.2907
O -0.324 2.946 0.296  0.0388
H -0.338 3.518 -2.392  0.1043
H -0.906 3.691 0.158  0.0967
H -0.408 0.471 0.618  0.0885
H -0.437 1.949 -4.066  0.1018
H -0.289 -1.255 -1.209  0.1161
H -0.822 -0.871 -4.608  0.0709
H -0.096 -1.901 -3.403  0.0690
H 0.960 -0.987 -4.216  0.0847

Atoms 1-6, force components in eV/Å:
0.3 -0.9 0.2
2.9 0.7 1.1
-1.1 0.0 -0.2
-1.1 0.2 -0.3
-0.3 0.7 -0.3
-0.1 -0.3 -0.5



7.
# C30H60Br2O12

9 unconnected molecules or ions with the total composition C30H60Br2O12 (the ωB97M-V functional and the def2-TZVPD basis, the Open Molecules 2025 dataset).

Results
2S+1   2
E   -196727.205 eV
Charge   +1
Gap between HOMO and LUMO (spin up / spin down)   6.64 / 2.72 eV

Each line ends with the Löwdin charge.
Geometry (Å):
C 5.154 -9.482 7.206  -0.0247
C 5.067 -10.050 8.641  -0.4924
O 4.413 -11.032 8.834  0.0961
C 5.830 -9.313 9.686  -0.0251
H 5.530 -8.470 7.355  0.0634
H 4.140 -9.342 6.833  0.0861
H 5.744 -9.956 6.421  0.0614
H 5.397 -8.360 9.991  0.0879
H 6.859 -9.236 9.335  0.0532
H 5.922 -9.968 10.552  0.0914
C 8.719 -9.843 6.578  -0.0066
C 8.904 -9.272 5.234  -0.4387
O 9.759 -8.354 5.000  -0.0104
C 8.131 -9.902 4.101  -0.0130
H 8.699 -10.929 6.489  0.1071
H 7.757 -9.480 6.940  0.0633
H 9.534 -9.466 7.196  0.0794
H 8.418 -10.949 3.999  0.0938
H 8.602 -9.496 3.205  0.0832
H 7.057 -9.717 4.095  0.0911
C 11.991 -5.978 6.196  0.0898
C 13.506 -6.241 6.243  -0.2996
O 14.251 -5.314 6.276  0.3933
C 13.979 -7.640 6.433  0.0730
H 11.693 -5.070 5.673  0.1181
H 11.698 -5.843 7.237  0.1085
H 11.538 -6.843 5.710  0.0862
H 14.653 -7.757 7.281  0.1176
H 14.719 -8.045 5.742  0.1306
H 13.129 -8.311 6.554  0.1132
C 14.099 -10.444 11.795  -0.0331
C 15.111 -9.785 10.910  -0.5414
O 14.819 -9.481 9.792  0.0493
C 16.462 -9.581 11.435  -0.0170
H 14.044 -10.011 12.794  0.0897
H 14.454 -11.471 11.868  0.1067
H 13.112 -10.171 11.421  0.0329
H 16.632 -10.341 12.197  0.0925
H 16.640 -8.582 11.834  0.0980
H 17.134 -9.600 10.577  0.0925
O 6.273 -5.700 15.529  0.0980
C 6.866 -6.763 15.440  -0.4828
O 7.023 -7.543 14.298  -0.0633
C 6.435 -7.120 13.070  -0.2080
C 4.935 -7.569 13.128  -0.0458
C 7.732 -7.283 16.520  0.0194
H 6.965 -7.614 12.255  0.1048
H 6.564 -6.046 12.935  0.1078
H 4.869 -8.646 12.978  0.0741
H 4.572 -7.230 12.157  0.0585
H 4.296 -7.134 13.896  0.0821
H 8.654 -6.726 16.683  0.0968
H 8.135 -8.228 16.155  0.0591
H 7.240 -7.433 17.481  0.0990
O 8.693 -1.239 14.158  0.0751
C 8.185 -2.289 13.735  -0.3899
O 6.833 -2.721 13.942  -0.0570
C 5.900 -1.947 14.598  -0.2481
C 4.475 -2.343 14.102  -0.0556
C 9.009 -3.229 12.837  0.0087
H 6.160 -0.890 14.543  0.1206
H 5.931 -2.241 15.647  0.1234
H 4.207 -2.254 13.049  0.0673
H 3.739 -1.761 14.656  0.0726
H 4.238 -3.392 14.281  0.0650
H 10.083 -3.235 13.021  0.0878
H 8.822 -2.963 11.796  0.0707
H 8.646 -4.256 12.869  0.0566
O 9.160 -8.681 10.024  0.0839
C 10.147 -8.038 9.733  -0.5956
O 10.188 -6.906 9.101  -0.0355
C 8.980 -6.196 8.705  -0.1241
C 8.718 -5.132 9.863  -0.0274
C 11.451 -8.620 10.128  -0.0001
H 8.246 -6.977 8.505  0.1090
H 9.290 -5.843 7.721  0.1040
H 8.472 -5.693 10.764  0.0577
H 7.869 -4.457 9.746  0.0809
H 9.589 -4.544 10.152  0.0693
H 11.876 -9.028 9.210  0.0786
H 11.435 -9.471 10.809  0.0598
H 12.131 -7.827 10.438  0.0983
O 11.277 -10.547 13.679  0.0871
C 10.571 -10.190 14.599  -0.4900
O 10.716 -9.041 15.335  -0.0167
C 11.454 -7.970 14.803  -0.2231
C 10.706 -7.448 13.577  -0.0461
C 9.568 -11.056 15.250  0.0010
H 12.527 -8.081 14.650  0.1179
H 11.530 -7.154 15.521  0.1186
H 10.887 -8.072 12.702  0.0509
H 10.939 -6.410 13.338  0.0760
H 9.638 -7.375 13.781  0.0715
H 8.888 -10.484 15.880  0.0808
H 10.095 -11.720 15.935  0.1042
H 9.016 -11.712 14.576  0.0196
Br 12.085 -12.475 9.488  0.5909
C 11.162 -12.595 11.254  -0.6482
C 10.541 -13.978 11.488  -0.6074
Br 9.566 -14.007 13.235  0.6487
H 10.455 -11.782 11.419  0.0502
H 12.016 -12.242 11.833  0.0062
H 11.197 -14.848 11.479  0.0569
H 9.752 -14.230 10.780  0.0480

Atoms 1-6, force components in eV/Å:
-0.4 1.4 0.7
0.0 -0.1 -1.8
-0.3 -0.6 0.6
0.6 -0.9 0.7
0.2 0.2 -0.4
-0.1 -0.3 0.0



8.
# C4H6N3

2 unconnected molecules or ions with the total composition C4H6N3 (the ωB97M-V functional and the def2-TZVPD basis, the Open Molecules 2025 dataset).

Results
2S+1   3
E   -8697.884 eV
ΔE to the lowest compared entry with this formula, charge and spin   557.7 kJ/mol
Charge   +1
Gap between HOMO and LUMO (spin up / spin down)   6.45 / 5.67 eV

Each line ends with the Löwdin charge.
Geometry (Å):
C -2.096 -0.980 -0.659  0.0563
C -1.482 0.262 -0.047  0.2141
C 2.244 0.568 -0.481  -0.1728
C 1.985 -0.211 0.742  -0.2248
N -3.088 -0.522 -0.022  0.1928
N 1.180 -0.368 -0.385  0.0187
N -2.662 0.861 0.019  0.1082
H -1.880 -1.964 -1.118  0.1644
H 1.889 1.555 -0.258  0.1020
H 2.930 0.320 -1.314  0.1283
H 2.373 -1.216 1.081  0.1344
H 1.545 0.403 1.546  0.1124
H -2.937 1.292 0.896  0.1660

Atoms 1-6, force components in eV/Å:
1.3 -1.1 -0.3
0.0 -1.4 -1.0
0.7 -0.6 -0.8
0.4 -1.7 2.0
-1.0 -1.1 -0.5
-2.1 0.0 -0.9



9.
# C10H10BrClSn

A molecular structure, C10H10BrClSn (the ωB97M-V functional and the def2-TZVPD basis, the Open Molecules 2025 dataset).

Results
E   -98927.386 eV
ΔE to the lowest compared entry with this formula, charge and spin   156.2 kJ/mol
Charge   -2
Gap between HOMO and LUMO   4.94 eV

Each line ends with the Löwdin charge.
Geometry (Å):
C 0.629 1.375 1.792  -0.3039
C 0.458 0.905 3.131  -0.2193
C 1.709 0.387 3.578  -0.2339
H -0.476 0.934 3.690  0.0491
C 2.652 0.521 2.507  -0.2369
C 1.977 1.125 1.401  -0.2519
H 2.411 1.353 0.428  0.0429
H -0.146 1.842 1.187  0.0081
H 1.920 -0.023 4.562  0.0331
H 3.701 0.227 2.534  0.0324
Sn -0.685 -0.602 -0.535  0.4884
Br -2.672 0.348 0.784  -0.1367
C -1.021 -1.795 -2.523  -0.2988
C 0.074 -0.892 -2.774  -0.3115
C -0.423 0.449 -2.670  -0.3061
H 1.030 -1.174 -3.218  0.0932
C -1.833 0.385 -2.395  -0.3063
C -2.206 -1.005 -2.272  -0.2817
H -3.207 -1.393 -2.079  0.1001
H -0.957 -2.879 -2.523  0.0887
H 0.121 1.342 -2.978  0.0948
H -2.481 1.245 -2.249  0.0827
Cl -0.574 -2.676 0.625  -0.2265

Atoms 1-6, force components in eV/Å:
0.6 -0.2 0.7
0.8 0.2 -0.5
-0.1 0.4 -0.8
0.2 -0.1 -0.1
-0.8 0.3 0.0
-0.2 0.0 0.9



10.
# ClCr

A molecular structure, ClCr (the ωB97M-V functional and the def2-TZVPD basis, the Open Molecules 2025 dataset).

Results
2S+1   5
E   -40934.282 eV
ΔE to the lowest compared entry with this formula, charge and spin   33.8 kJ/mol
Charge   +1
Gap between HOMO and LUMO (spin up / spin down)   8.02 / 10.61 eV

Each line ends with the Löwdin charge.
Geometry (Å):
Cr 0.663 -0.590 -0.418  0.8386
Cl -0.663 0.590 0.418  0.1614

Force components x, y, z for each atom (eV/Å):
2.4 -2.1 -1.5
-2.4 2.1 1.5



11.
# C11H12NOPd

A molecular structure, C11H12NOPd (the ωB97M-V functional and the def2-TZVPD basis, the Open Molecules 2025 dataset).

Results
E   -18584.926 eV
ΔE to the lowest compared entry with this formula, charge and spin   12.7 kJ/mol
Charge   +3
Gap between HOMO and LUMO   5.29 eV

Each line ends with the Löwdin charge.
Geometry (Å):
Pd -0.166 0.278 0.189  1.2688
C -1.769 1.058 1.425  -0.0083
C -0.533 1.797 1.660  0.0439
C 0.429 0.899 2.255  -0.0073
C -0.177 -0.360 2.367  0.0494
C -1.537 -0.274 1.816  0.0043
H -2.675 1.469 0.994  0.1666
H -0.366 2.842 1.412  0.1750
H 1.443 1.157 2.537  0.1703
H 0.292 -1.272 2.728  0.1740
H -2.237 -1.102 1.751  0.1687
O 1.450 0.859 -0.929  -0.1210
C 1.258 1.003 -2.375  -0.0474
C -0.162 0.647 -2.680  -0.2004
C -0.633 0.667 -3.978  0.0590
C -1.950 0.313 -4.234  0.0697
C -2.780 -0.063 -3.177  0.0327
C -2.273 -0.058 -1.903  -0.0617
N -0.984 0.290 -1.657  -0.0236
H 2.390 0.828 -0.685  0.1627
H 1.945 0.326 -2.886  0.1693
H 1.487 2.035 -2.645  0.1668
H 0.032 0.954 -4.783  0.1589
H -2.328 0.326 -5.249  0.1554
H -3.807 -0.360 -3.341  0.1495
H -2.879 -0.356 -1.059  0.1249

Atoms 1-6, force components in eV/Å:
0.1 0.5 -0.2
0.0 -0.1 0.0
-0.1 0.0 0.1
0.0 0.0 0.0
0.0 0.0 0.0
0.0 0.0 0.0



12.
# C4H8N2

C4H8N2 in the gas phase (the ωB97M-V functional and the def2-TZVPD basis, the Open Molecules 2025 dataset).

Results
E   -7254.496 eV
ΔE to the lowest compared entry with this formula, charge and spin   326.0 kJ/mol
Charge   0
Gap between HOMO and LUMO   7.47 eV

Each line ends with the Löwdin charge.
Geometry (Å):
C 0.135 0.848 1.041  -0.2928
C -1.015 -0.916 0.071  -0.2543
C 0.025 -0.996 -0.948  -0.1389
C 1.419 0.607 0.188  -0.1229
H 0.045 1.927 1.319  0.1173
H 0.462 0.323 2.067  0.1369
H -1.474 1.023 -0.082  0.0999
H -0.953 -1.603 0.924  0.1106
H -2.022 -1.191 -0.446  0.1410
H -0.246 -1.627 -1.790  0.0935
H 1.626 -0.112 -1.805  0.1741
H 2.061 1.387 -0.237  0.0755
N -1.115 0.426 0.620  -0.0822
N 1.054 -0.097 -0.921  -0.0576

Atoms 1-6, force components in eV/Å:
3.7 1.1 4.4
-2.5 -0.7 -0.1
1.0 0.7 -0.9
-1.2 0.7 -2.7
0.4 -0.7 -0.3
-1.3 1.0 -1.7



> Among the records above, which one has the highest E?

C6H8



Repeat the twelfth record exactly.
# C4H8N2

C4H8N2 in the gas phase (the ωB97M-V functional and the def2-TZVPD basis, the Open Molecules 2025 dataset).

Results
E   -7254.496 eV
ΔE to the lowest compared entry with this formula, charge and spin   326.0 kJ/mol
Charge   0
Gap between HOMO and LUMO   7.47 eV

Each line ends with the Löwdin charge.
Geometry (Å):
C 0.135 0.848 1.041  -0.2928
C -1.015 -0.916 0.071  -0.2543
C 0.025 -0.996 -0.948  -0.1389
C 1.419 0.607 0.188  -0.1229
H 0.045 1.927 1.319  0.1173
H 0.462 0.323 2.067  0.1369
H -1.474 1.023 -0.082  0.0999
H -0.953 -1.603 0.924  0.1106
H -2.022 -1.191 -0.446  0.1410
H -0.246 -1.627 -1.790  0.0935
H 1.626 -0.112 -1.805  0.1741
H 2.061 1.387 -0.237  0.0755
N -1.115 0.426 0.620  -0.0822
N 1.054 -0.097 -0.921  -0.0576

Atoms 1-6, force components in eV/Å:
3.7 1.1 4.4
-2.5 -0.7 -0.1
1.0 0.7 -0.9
-1.2 0.7 -2.7
0.4 -0.7 -0.3
-1.3 1.0 -1.7



> Which of these has the lowest E?

C30H60Br2O12